Formula: C4H11S
Source: the Open Molecules 2025 dataset
Level of theory: ωB97M-V/def2-TZVPD

Properties
* multiplicity: 1
* net charge: -1

The geometry in XYZ format:
```
16
Properties=species:S:1:pos:R:3:nbo_charge:R:1
C 1.17697 -2.56683 -3.38253 -0.74
S 1.16043 -1.74483 -1.72524 -0.77
H 0.66653 -1.93769 -4.11426 0.17
H 0.53975 -3.44096 -3.29818 0.17
H 2.19201 -2.79900 -3.68019 0.17
C -0.60124 1.61683 2.65025 -0.61
C -0.52995 0.51063 1.58337 -0.39
C -0.48578 1.12370 0.19521 -0.61
H -1.33045 2.40411 2.50509 0.19
H -0.66328 1.25796 3.68209 0.19
H 0.37408 2.09998 2.56677 0.19
H 0.37704 -0.04364 1.82136 0.20
H -1.36577 -0.19036 1.57929 0.19
H -0.58863 0.32083 -0.53110 0.26
H 0.44461 1.62064 0.00761 0.20
H -1.36633 1.76863 0.14045 0.17
```



Formula: C3H9NOS
Source: the Open Molecules 2025 dataset
Level of theory: ωB97M-V/def2-TZVPD

Properties
* multiplicity: 1
* SMILES: NC=O.CCS

The geometry in XYZ format:
```
15
Properties=species:S:1:pos:R:3:nbo_charge:R:1
N 0.35105 2.59177 -1.65584 -0.85
C 1.46909 3.15565 -1.01704 0.53
O 1.92683 2.92772 0.08330 -0.57
H 0.39590 2.48807 -2.67227 0.39
H 0.16656 1.65055 -1.22109 0.39
H 2.12687 3.69435 -1.68657 0.10
C -1.57326 -3.48913 0.97126 -0.64
C -0.64657 -2.59565 0.08826 -0.54
S -0.54247 -0.94335 0.82794 -0.05
H -1.13947 -4.52003 1.17524 0.22
H -1.71288 -3.09028 1.99569 0.23
H -2.51371 -3.39873 0.37727 0.22
H -0.90194 -2.46904 -1.00955 0.22
H 0.42055 -3.02038 0.05911 0.23
H -1.52979 -0.23037 0.40481 0.11
```



Formula: C5H14N4O3S
Source: the Open Molecules 2025 dataset
Level of theory: ωB97M-V/def2-TZVPD

Properties
* multiplicity: 1

The geometry in XYZ format:
```
27
Properties=species:S:1:pos:R:3:nbo_charge:R:1
C 1.23373 -1.36735 -0.83867 0.76
C -0.74826 -0.24013 2.24550 -0.43
C -1.99933 -0.71661 0.20913 -0.45
C -0.86679 1.63481 -1.05130 -0.33
C -0.50317 1.06779 0.23884 0.28
N 0.12487 -1.37888 -1.85725 -0.91
N 1.65568 -0.13219 -0.59967 -1.00
N -1.13249 0.10118 0.92114 -0.30
N 0.14628 2.16911 -1.89085 -0.83
O 2.25779 -0.82760 1.78406 -0.91
O 1.49478 -2.49030 -0.36508 -0.70
O 2.28931 1.46461 1.00468 -1.00
S 2.76446 0.14180 0.51603 1.66
H -1.08720 -1.23143 2.46531 0.22
H 0.32472 -0.15502 2.50051 0.27
H -1.23648 0.45811 2.91452 0.21
H -2.54286 -1.30332 0.87220 0.21
H -2.72454 -0.12469 -0.29307 0.21
H -1.33908 -1.42928 -0.42836 0.28
H -1.42753 0.94713 -1.69188 0.23
H -1.74992 2.28699 -0.74498 0.24
H 0.44716 1.45105 0.68549 0.29
H 0.27635 -0.72691 -2.59626 0.37
H 0.19437 -2.32749 -2.23945 0.39
H 0.85286 1.42266 -1.81351 0.40
H 0.65835 2.98954 -1.57892 0.37
H 2.63691 -1.68361 1.63183 0.50
```



For each record above, in turn, the calculated HOMO-LUMO gap values are 5.69, 9.86, 8.87 eV.
For each record above, in turn, the calculated relative energy (zero: lowest compared OMol25 entry of this formula, charge and spin) values are 0.8236, 1.3211, 1.5134 eV.